(i)
2 unconnected molecules or ions with the total composition C4H12N4O2. Source: the OMol25 dataset; level of theory: wB97M-V/def2-TZVPD.

Positions of all 22 atoms, in Å:
C  -3.8595  -0.4185  0.4424
C  1.2363  2.0440  0.5299
C  -2.8061  -0.7265  -0.5409
C  2.0937  0.7270  0.3640
N  -1.7541  -1.4106  -0.3480
N  3.2352  1.2457  -0.3990
N  1.3042  -0.2420  -0.3758
N  1.6523  -1.4223  -0.2590
O  0.7432  -2.2733  -0.8066
O  2.6057  -1.9049  0.2145
H  -3.8745  -1.0817  1.2583
H  -3.6624  0.6548  0.7524
H  -4.7866  -0.5223  -0.1310
H  1.7128  2.6920  1.1529
H  1.2741  2.5162  -0.4629
H  0.2203  1.7249  0.9656
H  -2.7347  -0.0761  -1.4716
H  2.4171  0.3112  1.2517
H  -1.7539  -1.8062  0.6578
H  -0.0377  -1.6773  -1.0408
H  2.8615  1.1612  -1.3302
H  3.9131  0.4849  -0.4236

Summary:
Frontier orbital gap: 10.279 eV
Multiplicity: 1
SMILES: C[C@H](N)/N=[N+](\[O-])O.[H]/N=C\C
Total charge: 0
LUMO level: 0.745 eV

These are the Löwdin partial charges, in e, on atoms 1 to 5:
1. C -0.0844
2. C -0.0459
3. C -0.3048
4. C -0.4394
5. N 0.0585

(ii)
A single C4H12N4O2 molecule. Source: the OMol25 dataset; level of theory: wB97M-V/def2-TZVPD.

Positions of all 22 atoms, in Å:
C  -1.7390  0.3288  1.6503
C  -0.8814  -0.5028  -2.0991
C  -0.4279  0.6274  -1.2116
O  -1.2023  -0.7999  0.9665
O  -0.8333  1.7837  -1.3863
H  -1.0672  0.6672  2.4455
H  -2.6926  0.0365  2.0983
H  -1.9178  1.1521  0.9556
H  -1.9293  -0.7221  -1.8827
H  -0.7699  -0.2093  -3.1459
H  -0.2936  -1.4077  -1.9294
C  0.6923  0.3557  -0.1896
N  0.9928  -1.8343  0.9587
N  1.8758  -0.0456  -0.8915
N  1.0015  1.5756  0.5035
N  0.2480  -0.6742  0.7884
H  0.5058  -2.4193  1.6420
H  1.9326  -1.5797  1.2759
H  2.4758  0.6368  -1.3418
H  2.2765  -0.9750  -0.8308
H  1.1789  1.5821  1.4999
H  0.5743  2.4238  0.1241

Summary:
Frontier orbital gap: 8.501 eV
Multiplicity: 1
SMILES: CON(N)C(N)(N)C(C)=O
Total charge: 0
LUMO level: 0.925 eV

These are the Löwdin partial charges, in e, on atoms 1 to 5:
1. C -0.0875
2. C -0.0076
3. C -0.3573
4. O -0.1310
5. O 0.0511

The structure with the most favorable energy is (ii); the runner-up is 0.830 eV above it.

(i)
2 unconnected molecules or ions with the total composition CH3N3OS. Source: the OMol25 dataset; level of theory: wB97M-V/def2-TZVPD.

Positions of all 9 atoms, in Å:
C  0.7411  -1.3846  -0.4254
N  -2.8967  1.7485  0.4634
N  -2.0426  2.0292  1.0949
N  0.5711  -0.3691  0.4368
O  0.9447  -1.2357  -1.6061
S  0.6166  1.2675  -0.1166
H  0.6787  -2.3665  0.0685
H  0.9384  0.8206  -1.3422
H  0.4487  -0.5099  1.4267

Summary:
Frontier orbital gap: 9.528 eV
Multiplicity: 1
SMILES: O=CNS.N#N
Total charge: 0
LUMO level: 0.620 eV

These are the Löwdin partial charges, in e, on atoms 1 to 5:
1. C -0.4640
2. N 0.0256
3. N -0.0307
4. N -0.3583
5. O -0.0167

(ii)
A single CH3N3OS molecule. Source: the OMol25 dataset; level of theory: wB97M-V/def2-TZVPD.

Positions of all 9 atoms, in Å:
C  0.5160  -0.5516  -0.2319
N  -0.1135  1.5346  0.3353
N  -1.5364  0.9891  -0.4757
N  0.8012  0.7418  0.1376
O  -1.7630  -1.2189  0.7814
S  -1.3222  -0.6590  -0.4771
H  0.9465  -0.7692  -1.1592
H  0.7866  -1.2246  0.5737
H  1.6848  1.1577  0.5158

Summary:
Frontier orbital gap (spin up / spin down): 8.703 / 8.704 eV
Multiplicity: 1
Total charge: 0
LUMO level (spin up / spin down): -0.675 / -0.675 eV

These are the Löwdin partial charges, in e, on atoms 1 to 5:
1. C -0.3025
2. N 0.0915
3. N -0.2428
4. N -0.1291
5. O -0.5310

The structure with the most favorable energy is (i); the runner-up is 5.729 eV above it.

(i)
A single C5H13N2 molecule. Source: the OMol25 dataset; level of theory: wB97M-V/def2-TZVPD.

Positions of all 20 atoms, in Å:
C  2.2268  0.5937  0.3528
C  1.2066  -0.3982  -0.3919
C  0.0034  0.3830  -1.0559
C  -1.1361  0.4273  -0.2772
C  -1.3645  1.5388  0.5607
N  -1.8958  -0.8263  -0.1321
N  0.6585  -1.3746  0.6826
H  1.8528  1.5338  0.5248
H  2.6195  0.0816  1.2171
H  3.0980  0.7806  -0.3635
H  1.7610  -1.0770  -1.0660
H  -0.2136  -0.0844  -1.9564
H  0.5081  1.3981  -1.3076
H  -0.6902  2.3279  0.3594
H  -2.0859  1.4889  1.3667
H  -2.2607  -1.0071  -1.1605
H  -2.7068  -0.7198  0.5320
H  0.3876  -0.6856  1.4325
H  1.0731  -2.1288  1.1726
H  -0.2988  -1.7697  0.2645

Summary:
Frontier orbital gap (spin up / spin down): 3.540 / 8.888 eV
<S²>: 0.752
Multiplicity: 2
Total charge: 0
LUMO level (spin up / spin down): 0.723 / 0.683 eV

These are the Löwdin partial charges, in e, on atoms 1 to 5:
1. C -0.0718
2. C -0.2770
3. C -0.1980
4. C -0.5249
5. C 0.0202

(ii)
A single C5H13N2 molecule. Source: the OMol25 dataset; level of theory: wB97M-V/def2-TZVPD.

Positions of all 20 atoms, in Å:
C  -1.0830  0.5807  -1.2170
C  0.2875  0.7006  -0.5347
C  0.3559  -0.0025  0.7929
C  0.7844  0.5953  1.9082
N  0.9936  0.0749  3.1616
C  0.2699  -1.5075  0.6619
N  -1.0223  0.2559  -2.6846
H  -1.6359  1.4808  -1.1069
H  -1.7010  -0.1785  -0.7436
H  0.6006  1.7442  -0.5309
H  1.0297  0.2106  -1.1578
H  0.8222  1.6652  1.7936
H  1.5660  0.5769  3.8171
H  1.1926  -0.9101  3.1697
H  1.1321  -1.8901  0.1253
H  -0.6302  -1.8206  0.1237
H  0.2177  -2.0813  1.5801
H  -0.8271  1.1106  -3.2610
H  -1.9752  -0.0855  -2.9577
H  -0.3774  -0.5195  -2.9396

Summary:
Frontier orbital gap (spin up / spin down): 4.395 / 8.932 eV
<S²>: 0.751
Multiplicity: 2
Total charge: 0
LUMO level (spin up / spin down): 0.794 / 0.709 eV

These are the Löwdin partial charges, in e, on atoms 1 to 5:
1. C -0.2620
2. C -0.1940
3. C -0.3135
4. C -0.1875
5. N 0.0646

The structure with the most favorable energy is (ii); the runner-up is 1.801 eV above it.

(i)
2 unconnected molecules or ions with the total composition CFNO2. Source: the OMol25 dataset; level of theory: wB97M-V/def2-TZVPD.

Positions of all 5 atoms, in Å:
C  -0.3856  -0.4224  0.6744
N  -0.0562  1.2081  -0.9027
O  0.6725  0.9266  -1.7345
O  -1.1077  -0.8727  1.5151
F  0.8769  -0.8395  0.4477

Summary:
Frontier orbital gap (spin up / spin down): 8.780 / 8.167 eV
Multiplicity: 1
Total charge: 0
LUMO level (spin up / spin down): -0.867 / -1.177 eV

Which charges does Löwdin predict for the atoms? In e, they are:
1. C -0.2866
2. N 0.1013
3. O 0.0637
4. O 0.0999
5. F 0.0218

(ii)
A single CFNO2 molecule. Source: the OMol25 dataset; level of theory: wB97M-V/def2-TZVPD.

Positions of all 5 atoms, in Å:
C  0.2549  0.3148  -0.3950
N  -0.4675  -0.0059  0.8425
O  0.8290  1.3376  -0.5056
O  -0.9550  -1.0895  1.0221
F  0.3554  -0.7605  -1.1890

Summary:
Frontier orbital gap (spin up / spin down): 8.455 / 8.455 eV
Multiplicity: 1
SMILES: O=NC(=O)F
Total charge: 0
LUMO level (spin up / spin down): -2.068 / -2.092 eV

Which charges does Löwdin predict for the atoms? In e, they are:
1. C -0.4729
2. N 0.0541
3. O 0.2087
4. O 0.0874
5. F 0.1228

The structure with the most favorable energy is (ii); the runner-up is 1.155 eV above it.